Record 1
A molecular structure, C24H26IrN3O2S in a non-equilibrium geometry. Source: the OMol25 dataset; level of theory: ωB97M-V/def2-TZVPD.

Summary:
Expectation value of S²: 0.7849
Highest occupied orbital energy (alpha / beta), eV: -10.55 / -10.64
Charge: +1
Spin multiplicity: 2

Element x y z (Å)
1 Ir 0.330 -0.742 -0.117
2 C -0.200 -0.974 -4.377
3 C -0.517 -2.324 -4.581
4 C -0.640 -3.147 -3.485
5 C -0.429 -2.642 -2.199
6 N -0.052 -1.336 -2.022
7 C 0.010 -0.531 -3.096
8 C -0.582 -3.396 -0.975
9 C -1.108 -4.696 -0.899
10 C -1.197 -5.350 0.311
11 C -0.768 -4.727 1.473
12 C -0.264 -3.429 1.420
13 C -0.203 -2.755 0.221
14 H -0.104 -0.290 -5.203
15 H -0.669 -2.699 -5.579
16 H -0.897 -4.186 -3.614
17 H 0.250 0.507 -2.919
18 H -1.456 -5.185 -1.794
19 H -1.607 -6.348 0.359
20 H -0.830 -5.239 2.422
21 H 0.071 -2.974 2.342
22 S -2.177 0.042 0.043
23 C -2.077 1.769 0.251
24 N -2.000 2.246 1.542
25 C -1.774 3.577 1.786
26 C -1.694 4.456 0.749
27 C -1.880 4.015 -0.574
28 C -2.058 2.645 -0.806
29 H -2.177 1.593 2.295
30 H -1.659 3.860 2.820
31 H -1.492 5.495 0.944
32 H -1.881 4.714 -1.391
33 H -2.171 2.262 -1.808
34 O 2.836 -0.318 2.043
35 C 1.761 -0.279 2.578
36 C 1.472 -0.031 4.046
37 C -0.008 -0.350 4.183
38 C -0.481 -0.393 2.743
39 O -1.664 -0.391 2.424
40 N 0.561 -0.417 1.890
41 H 1.682 1.017 4.269
42 H 2.127 -0.643 4.663
43 H -0.581 0.370 4.767
44 H -0.185 -1.337 4.621
45 C 2.454 2.621 -2.103
46 C 1.556 2.056 -0.986
47 C 1.711 2.891 0.282
48 C 1.906 0.608 -0.729
49 H 2.210 3.668 -2.262
50 H 2.305 2.087 -3.039
51 H 3.505 2.549 -1.829
52 H 0.516 2.153 -1.335
53 H 2.745 2.867 0.616
54 H 1.081 2.505 1.082
55 H 1.440 3.926 0.095
56 H 2.657 0.523 0.061
57 H 2.296 0.110 -1.622


Record 2
A molecular structure, C24H26KN5O3S in a non-equilibrium geometry. Source: the OMol25 dataset; level of theory: ωB97M-V/def2-TZVPD.

Summary:
Highest occupied orbital energy, eV: -6.94
Energy relative to the best compared isomer or geometry (same formula, charge and spin), kcal/mol: 30.3

Element x y z (Å)
1 K -0.218 -0.458 0.011
2 C -4.763 -2.182 0.634
3 C -3.356 -1.717 0.867
4 N -2.620 -1.166 -0.024
5 N -3.160 -1.020 -1.275
6 C -2.376 -0.325 -2.102
7 O -1.269 0.227 -1.866
8 C -2.936 -0.199 -3.502
9 C -2.176 0.459 -4.464
10 C -2.644 0.600 -5.765
11 C -3.885 0.085 -6.116
12 C -4.652 -0.570 -5.159
13 C -4.180 -0.712 -3.861
14 C -2.743 -1.896 2.220
15 C -3.500 -2.416 3.265
16 C -2.927 -2.569 4.517
17 C -1.607 -2.201 4.703
18 C -0.921 -1.695 3.608
19 N -1.457 -1.543 2.399
20 H -5.032 -1.990 -0.399
21 H -5.466 -1.658 1.288
22 H -4.864 -3.253 0.837
23 H -1.216 0.860 -4.164
24 H -2.042 1.113 -6.505
25 H -4.255 0.195 -7.128
26 H -5.622 -0.971 -5.426
27 H -4.766 -1.222 -3.107
28 H -4.530 -2.696 3.099
29 H -3.510 -2.970 5.338
30 H -1.117 -2.300 5.663
31 H 0.119 -1.397 3.709
32 O 1.748 0.209 -1.041
33 S 1.403 1.387 -1.928
34 C 2.428 1.222 -3.419
35 C 3.756 1.917 -3.148
36 C 3.375 3.204 -2.421
37 C 2.426 2.765 -1.310
38 H 1.881 1.687 -4.242
39 H 2.487 0.148 -3.594
40 H 4.311 2.104 -4.066
41 H 4.375 1.289 -2.504
42 H 2.862 3.879 -3.111
43 H 4.236 3.740 -2.023
44 H 1.773 3.552 -0.936
45 H 2.958 2.306 -0.473
46 N 5.929 0.189 4.561
47 C 4.748 0.826 4.777
48 O 4.568 1.566 5.721
49 C 3.639 0.559 3.784
50 C 3.654 -0.485 2.874
51 C 2.580 -0.635 2.011
52 N 1.520 0.173 2.016
53 C 1.512 1.171 2.906
54 C 2.542 1.402 3.803
55 H 6.680 0.370 5.204
56 H 6.116 -0.344 3.734
57 H 4.465 -1.202 2.828
58 H 2.576 -1.438 1.280
59 H 0.635 1.811 2.904
60 H 2.506 2.214 4.516


Record 3
A molecular structure, C24H26MgN4Si in a non-equilibrium geometry. Source: the OMol25 dataset; level of theory: ωB97M-V/def2-TZVPD.

Summary:
Highest occupied orbital energy (alpha / beta), eV: -3.23 / -3.15
Energy relative to the best compared isomer or geometry (same formula, charge and spin), kcal/mol: 87.4

Element x y z (Å)
1 C -0.025 -0.715 2.265
2 C 0.011 -1.575 1.134
3 C 1.277 -2.222 1.095
4 H -0.820 -1.806 0.468
5 C 1.986 -1.836 2.287
6 C 1.173 -0.896 2.994
7 H 1.392 -0.486 3.977
8 H -0.883 -0.101 2.550
9 H 1.555 -3.014 0.393
10 H 2.884 -2.322 2.666
11 Mg 2.675 -0.346 0.682
12 C -0.201 0.757 -3.218
13 H 0.809 0.388 -3.037
14 H -0.261 1.847 -3.186
15 H -0.514 0.457 -4.230
16 Si -1.441 0.032 -2.016
17 C -3.130 0.557 -1.568
18 C -3.691 -0.142 -0.469
19 H -3.403 -1.180 -0.266
20 C -4.633 0.478 0.358
21 H -4.990 -0.036 1.255
22 C -5.133 1.739 0.014
23 H -5.850 2.236 0.674
24 C -4.670 2.377 -1.146
25 H -5.114 3.330 -1.442
26 C -3.676 1.795 -1.945
27 H -3.355 2.263 -2.879
28 C -1.307 -1.803 -2.222
29 C -2.430 -2.642 -2.341
30 H -3.443 -2.224 -2.444
31 C -2.257 -4.031 -2.367
32 H -3.120 -4.682 -2.503
33 C -0.992 -4.604 -2.271
34 H -0.859 -5.683 -2.302
35 C 0.123 -3.773 -2.187
36 H 1.128 -4.200 -2.179
37 C -0.020 -2.386 -2.167
38 H 0.881 -1.749 -2.125
39 H -0.562 0.495 -0.626
40 H -1.127 -0.136 -0.408
41 N 4.423 2.366 3.097
42 C 4.966 1.393 3.940
43 C 4.586 0.180 3.419
44 N 3.865 0.388 2.253
45 C 3.748 1.726 2.100
46 C 2.873 2.349 1.122
47 N 2.036 1.649 0.322
48 C 1.262 2.582 -0.342
49 C 1.676 3.838 0.002
50 N 2.689 3.680 0.931
51 H 4.518 3.375 3.186
52 H 5.552 1.643 4.810
53 H 4.770 -0.811 3.813
54 H 0.468 2.276 -1.002
55 H 1.359 4.799 -0.324
56 H 3.224 4.405 1.403


Record 4
A molecular structure, C24H26MgNOP. Source: the OMol25 dataset; level of theory: ωB97M-V/def2-TZVPD.

Summary:
Highest occupied orbital energy, eV: -7.13

Element x y z (Å)
1 Mg -0.387 -0.687 -2.403
2 N -1.331 -4.503 -3.437
3 C -0.770 -3.378 -2.980
4 O -1.485 -2.436 -2.601
5 C 0.742 -3.304 -2.935
6 C 1.252 -1.871 -3.124
7 H -2.333 -4.595 -3.440
8 H -0.761 -5.265 -3.757
9 H 1.138 -4.052 -3.636
10 H 1.001 -3.665 -1.931
11 H 1.411 -1.686 -4.192
12 H 2.228 -1.762 -2.648
13 C 0.465 1.534 3.072
14 C -0.020 0.111 2.996
15 C -0.153 -0.612 4.179
16 C -0.599 -1.924 4.190
17 C -0.931 -2.549 2.999
18 C -0.795 -1.849 1.812
19 C -0.347 -0.528 1.789
20 P -0.232 0.201 0.119
21 C 1.298 1.198 0.111
22 C 1.244 2.575 -0.095
23 C 2.405 3.329 -0.161
24 C 3.634 2.704 -0.019
25 C 3.693 1.332 0.175
26 C 2.538 0.558 0.238
27 C 2.642 -0.926 0.457
28 C -1.624 1.342 -0.037
29 C -2.469 1.657 1.028
30 C -3.641 2.359 0.818
31 C -3.975 2.738 -0.480
32 C -3.141 2.434 -1.537
33 C -1.936 1.735 -1.355
34 C -1.060 1.385 -2.489
35 H 0.363 1.907 4.091
36 H -0.095 2.191 2.408
37 H 1.516 1.612 2.786
38 H 0.095 -0.125 5.115
39 H -0.692 -2.453 5.130
40 H -1.286 -3.571 2.993
41 H -1.041 -2.333 0.873
42 H 0.279 3.057 -0.199
43 H 2.347 4.398 -0.321
44 H 4.549 3.281 -0.067
45 H 4.656 0.845 0.275
46 H 3.670 -1.262 0.324
47 H 2.011 -1.472 -0.249
48 H 2.319 -1.205 1.463
49 H -2.224 1.321 2.029
50 H -4.294 2.595 1.648
51 H -4.895 3.280 -0.663
52 H -3.410 2.743 -2.540
53 H -0.079 1.864 -2.387
54 H -1.489 1.726 -3.433


Record 5
2 unconnected molecules or ions with the total composition C24H26N in a non-equilibrium geometry. Source: the OMol25 dataset; level of theory: ωB97M-V/def2-TZVPD.

Summary:
Highest occupied orbital energy, eV: -10.30
Charge: +1
Energy relative to the best compared isomer or geometry (same formula, charge and spin), kcal/mol: 10.3

Element x y z (Å)
1 C 6.479 -3.091 -1.096
2 C 5.176 -2.371 -0.976
3 C 5.149 -0.969 -0.946
4 C 3.950 -0.278 -0.833
5 C 2.713 -0.969 -0.748
6 C 1.467 -0.260 -0.704
7 C 0.242 -0.902 -0.922
8 C -1.005 -0.297 -0.786
9 C -2.242 -1.000 -0.890
10 C -3.479 -0.295 -0.943
11 C -4.688 -0.969 -1.024
12 C -4.731 -2.372 -1.051
13 C -6.044 -3.085 -1.102
14 C -3.523 -3.085 -1.022
15 C -2.305 -2.427 -0.938
16 C 2.762 -2.398 -0.746
17 C 3.966 -3.073 -0.889
18 H 6.323 -4.173 -1.132
19 H 7.020 -2.790 -2.004
20 H 7.137 -2.867 -0.245
21 H 6.097 -0.424 -1.019
22 H 3.943 0.813 -0.839
23 H 1.481 0.826 -0.727
24 H 0.259 -1.940 -1.274
25 H -1.044 0.780 -0.608
26 H -3.451 0.797 -0.922
27 H -5.628 -0.412 -1.062
28 H -5.890 -4.164 -1.114
29 H -6.662 -2.836 -0.234
30 H -6.614 -2.806 -1.993
31 H -3.557 -4.175 -1.059
32 H -1.382 -3.006 -0.891
33 H 1.838 -2.973 -0.641
34 H 3.986 -4.164 -0.931
35 C -2.453 5.386 2.262
36 C -1.324 4.418 2.091
37 C -0.391 4.611 1.064
38 C 0.640 3.697 0.857
39 C 0.715 2.532 1.648
40 N 1.588 1.511 1.291
41 C -0.177 2.373 2.730
42 C -1.180 3.316 2.945
43 H -3.077 5.107 3.118
44 H -2.084 6.409 2.421
45 H -3.093 5.412 1.368
46 H -0.484 5.492 0.424
47 H 1.377 3.857 0.068
48 H 1.646 0.719 1.923
49 H 2.493 1.798 0.928
50 H -0.065 1.514 3.392
51 H -1.875 3.203 3.780


Record 6
A molecular structure, C24H26N2O10S2Sn. Source: the OMol25 dataset; level of theory: ωB97M-V/def2-TZVPD.

Summary:
Highest occupied orbital energy, eV: -2.48
Charge: -2
Energy relative to the best compared isomer or geometry (same formula, charge and spin), kcal/mol: 27.2

Element x y z (Å)
1 Sn -1.148 -1.990 1.872
2 O -1.251 -0.319 5.718
3 C -1.272 -1.061 4.751
4 O -0.887 -0.711 3.567
5 C -1.808 -2.538 4.855
6 O -2.341 -2.915 5.887
7 O -1.652 -3.209 3.775
8 C -2.874 -1.677 -2.629
9 C -1.859 -2.723 -2.319
10 N -1.179 -2.808 -1.204
11 C -0.394 -3.931 -1.327
12 C -0.594 -4.519 -2.550
13 N -1.526 -3.737 -3.163
14 C -0.065 -5.722 -3.278
15 O 0.837 -6.368 -2.678
16 O -0.571 -5.948 -4.387
17 C 0.479 -4.372 -0.210
18 O 1.236 -5.419 -0.449
19 O 0.512 -3.805 0.868
20 H -3.102 -1.132 -1.715
21 H -3.794 -2.123 -3.011
22 H -2.503 -0.971 -3.376
23 H -1.874 -3.962 -4.083
24 H 1.079 -5.808 -1.388
25 C 5.569 1.223 -3.996
26 C 6.719 1.870 -3.266
27 O 7.822 1.968 -3.746
28 S 6.426 2.652 -1.674
29 C 4.997 1.827 -1.036
30 C 3.785 2.504 -0.949
31 C 2.676 1.883 -0.402
32 C 2.742 0.567 0.069
33 C 3.970 -0.105 -0.028
34 C 5.082 0.517 -0.563
35 C 1.599 -0.080 0.625
36 C 0.632 -0.664 1.089
37 H 5.953 0.422 -4.623
38 H 5.129 1.989 -4.639
39 H 4.796 0.848 -3.332
40 H 3.714 3.518 -1.323
41 H 1.733 2.412 -0.339
42 H 4.028 -1.124 0.328
43 H 6.023 -0.015 -0.631
44 C -3.098 2.846 4.759
45 C -3.148 3.594 3.426
46 C -3.657 2.731 2.277
47 S -2.523 1.364 1.964
48 O -3.258 0.412 1.059
49 C -1.309 2.281 0.927
50 C -1.366 1.882 -0.538
51 C -2.589 2.422 -1.272
52 H -2.836 3.525 5.572
53 H -2.366 2.033 4.766
54 H -4.068 2.402 4.991
55 H -2.148 3.965 3.180
56 H -3.793 4.473 3.507
57 H -3.791 3.292 1.351
58 H -4.596 2.241 2.541
59 H -0.340 2.014 1.350
60 H -1.481 3.352 1.058
61 H -1.329 0.797 -0.607
62 H -0.454 2.254 -1.015
63 H -3.504 2.033 -0.826
64 H -2.576 2.124 -2.321
65 H -2.618 3.516 -1.237


Record 7
A molecular structure, C24H26N2RuS2Te. Source: the OMol25 dataset; level of theory: ωB97M-V/def2-TZVPD.

Summary:
Expectation value of S²: 8.7777
Highest occupied orbital energy (alpha / beta), eV: -10.06 / -11.06
Charge: +1
Spin multiplicity: 6

Element x y z (Å)
1 Ru 0.267 -0.065 0.182
2 C -1.759 -1.802 -1.665
3 N -1.757 -0.423 -1.126
4 C -1.747 0.538 -2.259
5 C -1.088 1.849 -1.901
6 N 0.311 1.651 -1.465
7 C 1.174 1.182 -2.574
8 C 0.895 2.854 -0.892
9 C 0.633 4.109 -1.420
10 C 1.246 5.232 -0.884
11 C 2.136 5.103 0.172
12 C 2.409 3.851 0.695
13 C 1.785 2.720 0.174
14 S 2.111 1.153 0.902
15 C -2.924 -0.200 -0.263
16 C -4.182 -0.597 -0.707
17 C -5.304 -0.387 0.075
18 C -5.170 0.232 1.312
19 C -3.924 0.631 1.754
20 C -2.782 0.420 0.976
21 S -1.227 0.965 1.609
22 H -2.543 -1.949 -2.411
23 H -1.912 -2.507 -0.850
24 H -0.803 -1.998 -2.149
25 H -2.770 0.732 -2.592
26 H -1.233 0.059 -3.093
27 H -1.619 2.343 -1.087
28 H -1.134 2.497 -2.782
29 H 1.127 1.874 -3.420
30 H 0.871 0.188 -2.904
31 H 2.201 1.125 -2.219
32 H -0.048 4.225 -2.252
33 H 1.031 6.208 -1.297
34 H 2.617 5.976 0.592
35 H 3.095 3.740 1.524
36 H -4.292 -1.067 -1.675
37 H -6.276 -0.702 -0.280
38 H -6.039 0.403 1.932
39 H -3.818 1.112 2.717
40 C 1.567 -4.402 0.381
41 Te 1.584 -2.421 -0.390
42 C 3.428 -2.154 0.627
43 C 3.860 -3.550 1.009
44 C 5.142 -3.774 1.508
45 C 5.534 -5.045 1.886
46 C 4.648 -6.110 1.769
47 C 3.373 -5.894 1.277
48 C 2.972 -4.615 0.898
49 H 1.329 -5.056 -0.455
50 H 0.800 -4.497 1.146
51 H 3.266 -1.526 1.500
52 H 4.114 -1.651 -0.050
53 H 5.835 -2.947 1.598
54 H 6.532 -5.210 2.269
55 H 4.953 -7.106 2.060
56 H 2.684 -6.725 1.186


Record 8
C24H26N4O2 in the gas phase. Source: the OMol25 dataset; level of theory: ωB97M-V/def2-TZVPD.

Summary:
Highest occupied orbital energy, eV: -7.56
Energy relative to the best compared isomer or geometry (same formula, charge and spin), kcal/mol: 41.5

Element x y z (Å)
1 C -0.347 -1.508 -5.682
2 H -1.375 -1.535 -6.058
3 O -0.252 -0.783 -4.481
4 C -0.927 -1.240 -3.391
5 C -0.752 -0.490 -2.228
6 C -1.374 -0.874 -1.053
7 C -2.191 -2.005 -1.040
8 C -2.367 -2.734 -2.196
9 C -1.742 -2.365 -3.376
10 H -1.895 -2.959 -4.262
11 H -2.998 -3.610 -2.185
12 H -2.674 -2.311 -0.124
13 N -1.241 -0.162 0.145
14 C -0.468 0.925 0.416
15 O 0.272 1.459 -0.382
16 C -0.625 1.426 1.869
17 N 0.419 0.955 2.763
18 C 1.786 1.238 2.390
19 H 1.838 2.259 2.011
20 C 2.368 0.270 1.330
21 N 1.631 -0.969 1.370
22 C 1.475 -1.801 0.305
23 N 0.699 -2.872 0.510
24 C 0.495 -3.713 -0.488
25 C 1.036 -3.560 -1.749
26 C 1.845 -2.450 -1.968
27 C 2.077 -1.562 -0.943
28 H 2.713 -0.708 -1.101
29 H 2.298 -2.285 -2.935
30 H 0.839 -4.277 -2.529
31 H -0.140 -4.557 -0.248
32 C 1.259 -1.389 2.698
33 H 2.166 -1.448 3.316
34 C 0.272 -0.378 3.317
35 H -0.755 -0.719 3.179
36 H 0.457 -0.317 4.399
37 H 0.812 -2.379 2.625
38 H 3.437 0.100 1.532
39 H 2.265 0.718 0.343
40 H 2.378 1.180 3.309
41 C -0.719 2.941 1.903
42 C -1.341 3.632 0.872
43 C -1.457 5.011 0.922
44 C -0.963 5.714 2.006
45 C -0.361 5.029 3.048
46 C -0.243 3.652 2.998
47 H 0.217 3.115 3.813
48 H 0.017 5.569 3.904
49 H -1.052 6.790 2.042
50 H -1.936 5.536 0.109
51 H -1.733 3.096 0.020
52 H -1.575 1.045 2.270
53 H -1.757 -0.568 0.912
54 H -0.117 0.377 -2.262
55 H 0.281 -0.978 -6.397
56 H 0.024 -2.532 -5.565